1.
Density functional theory data (wB97M-V/def2-TZVPD) for a structure of composition C42H49Cl3FN4O4PPbS4Si.

Output
- ΔE to the lowest compared entry with this formula, charge and spin: 0.000 eV
- E_HOMO: -0.230 hartree
- E_tot: -6046.9721 Ha
- LUMO level: -0.82 eV
- Orbital gap: 0.1996 hartree
- Total charge: 0

Last column: Löwdin charge in e.
Positions of all 110 atoms, in Å:
Pb -0.459 -0.437 0.127  0.8412
F 0.009 -3.806 5.471  0.0644
C -1.006 -3.087 4.936  -0.1933
C -1.529 -3.460 3.731  0.0897
C -2.601 -2.756 3.190  -0.0536
C -2.969 -3.022 1.774  -0.3316
O -2.299 -3.788 1.101  0.0382
C -4.120 -2.258 1.328  -0.0385
C -4.725 -1.372 2.166  0.0175
N -4.316 -1.079 3.416  0.0273
C -5.006 -0.057 4.182  -0.2455
C -5.559 1.146 3.483  -0.0820
C -4.368 1.292 4.378  -0.1023
C -3.211 -1.750 3.946  -0.1225
C -2.632 -1.357 5.155  0.0309
C -1.457 -1.941 5.603  -0.1538
N -0.651 -1.270 6.544  -0.0975
C -1.181 -0.521 7.655  -0.1110
C -0.644 0.932 7.563  -0.0661
N 0.559 0.941 6.667  0.0646
C 1.479 -0.189 7.009  -0.0642
C 0.780 -1.514 6.634  -0.1144
C -4.631 -2.275 -0.060  -0.4720
O -5.751 -2.013 -0.388  0.1428
O -3.639 -2.517 -0.957  -0.1725
H -1.098 -4.274 3.161  0.1409
H -5.574 -0.808 1.806  0.1486
H -5.583 -0.470 5.001  0.1517
H -6.520 1.506 3.819  0.1098
H -5.351 1.251 2.426  0.0861
H -4.492 1.765 5.344  0.1042
H -3.436 1.470 3.857  0.0712
H -3.007 -0.475 5.654  0.1035
H -0.897 -0.972 8.612  0.1317
H -2.266 -0.504 7.610  0.1239
H -0.327 1.319 8.529  0.1304
H -1.370 1.615 7.125  0.1253
H 1.034 1.842 6.697  0.1853
H 0.251 0.811 5.692  0.1076
H 1.691 -0.112 8.074  0.1319
H 2.401 -0.057 6.449  0.1162
H 1.040 -2.276 7.374  0.1337
H 1.148 -1.843 5.667  0.1239
O -1.737 6.477 0.411  -0.0843
C -1.691 5.285 0.228  -1.0347
S -2.664 4.108 1.119  0.9390
C -2.011 2.660 0.371  -1.1475
C -1.072 2.839 -0.574  -1.1460
S -0.208 1.609 -1.483  0.4094
S -0.619 4.500 -0.934  0.9497
S -2.612 1.125 0.953  0.4398
C 5.178 -1.469 -0.949  -0.1195
C 3.749 -1.226 -1.429  -0.5429
C 3.599 0.229 -1.883  -0.1288
P 2.353 -1.611 -0.263  0.9947
C 2.129 -3.459 -0.325  -0.5504
C 1.240 -3.896 0.842  -0.1328
C 3.356 -4.361 -0.444  -0.1145
C 2.928 -1.204 1.415  -0.2918
C 4.024 -1.850 1.998  -0.0743
C 4.561 -1.507 3.228  -0.2929
C 5.767 -2.212 3.794  -0.0606
C 3.964 -0.432 3.883  -0.0724
C 2.867 0.224 3.360  -0.0398
C 2.277 -0.150 2.120  -0.3157
N 1.148 0.469 1.659  -0.1154
C 0.834 1.706 2.270  -0.2807
C -0.081 1.731 3.319  -0.2433
C -0.644 0.431 3.791  -0.0833
C -0.452 2.936 3.911  -0.0418
C 0.091 4.142 3.487  -0.2872
C -0.351 5.456 4.073  -0.0476
C 1.030 4.098 2.460  -0.0028
C 1.412 2.910 1.846  -0.1959
C 2.423 2.905 0.739  -0.0405
H 5.878 -1.211 -1.748  0.0790
H 5.365 -2.504 -0.663  0.0524
H 5.407 -0.835 -0.091  0.0759
H 3.540 -1.880 -2.284  0.1056
H 3.740 0.906 -1.036  0.0643
H 2.614 0.432 -2.302  0.0508
H 4.356 0.474 -2.632  0.0783
H 1.545 -3.581 -1.246  0.0883
H 1.753 -3.744 1.795  0.0729
H 0.998 -4.958 0.750  0.0845
H 0.294 -3.352 0.869  0.0182
H 3.951 -4.364 0.471  0.0637
H 4.000 -4.077 -1.276  0.0609
H 3.030 -5.390 -0.618  0.0791
H 4.499 -2.652 1.448  0.0836
H 5.956 -3.148 3.266  0.0723
H 5.636 -2.450 4.851  0.0701
H 6.669 -1.600 3.708  0.0773
H 4.385 -0.086 4.826  0.1030
H 2.457 1.078 3.891  0.0997
H 0.143 -0.272 4.091  0.0869
H -1.229 -0.053 3.010  0.0280
H -1.342 0.595 4.609  0.0578
H -1.234 2.943 4.672  0.1047
H -1.149 5.312 4.803  0.0712
H -0.731 6.118 3.293  0.0769
H 0.475 5.973 4.567  0.0780
H 1.460 5.028 2.101  0.1263
H 2.688 3.921 0.449  0.0812
H 2.023 2.382 -0.130  0.0253
H 3.333 2.382 1.051  0.0824
Cl -4.599 -2.996 -3.793  0.3701
Si -3.423 -3.502 -2.226  -0.7768
Cl -3.833 -5.418 -1.702  0.3708
Cl -1.477 -3.318 -2.755  0.3699

***

2.
Density functional theory data (wB97M-V/def2-TZVPD) for a structure of composition C42H49Cl5N4O9P2Rb in a non-equilibrium geometry.

Output
- ΔE to the lowest compared entry with this formula, charge and spin: 0.000 eV
- E_HOMO: -0.147 hartree
- E_tot: -5534.0842 Ha
- LUMO level: 1.61 eV
- Orbital gap: 0.2055 hartree
- Total charge: -1

Last column: Löwdin charge in e.
Positions of all 112 atoms, in Å:
Rb 0.726 -0.887 0.591  0.8225
O -2.787 -0.511 3.476  -0.0234
C -2.416 -1.077 2.423  -0.6221
O -1.544 -1.996 2.277  -0.1634
C -3.178 -0.610 1.144  -0.1869
C -4.158 0.409 1.437  -0.0006
C -5.044 0.701 0.456  -0.0367
C -4.980 0.043 -0.786  -0.1692
C -5.979 0.101 -1.811  -0.0287
C -5.697 -0.458 -3.071  -0.0875
C -4.448 -1.022 -3.325  -0.1099
C -3.493 -1.121 -2.371  -0.0538
C -3.805 -0.746 -1.063  -0.2229
N -2.986 -1.120 -0.023  0.1749
H -4.163 0.932 2.399  0.1143
H -5.865 1.412 0.557  0.1128
H -6.965 0.516 -1.577  0.1006
H -6.450 -0.495 -3.846  0.0901
H -4.189 -1.118 -4.386  0.0875
H -2.474 -1.353 -2.565  0.0876
C 4.659 -1.371 -3.768  -0.0510
C 3.365 -0.648 -4.139  -0.4089
C 2.110 -1.486 -4.083  -0.0328
O 3.116 0.553 -3.325  -0.1968
P 3.475 0.749 -1.765  0.5258
O 3.129 -0.451 -0.908  -0.3986
C 2.626 2.277 -1.204  -0.1997
P 2.433 2.577 0.587  0.4810
O 1.393 1.707 1.216  -0.4004
O 3.853 2.493 1.242  -0.1968
C 4.309 2.958 2.553  -0.4136
C 5.526 3.811 2.251  -0.0392
C 4.612 1.778 3.434  -0.0333
O 2.054 4.143 0.569  -0.2028
C 1.017 4.754 1.439  -0.4040
C 1.379 6.237 1.550  -0.0415
C -0.360 4.468 0.829  -0.0335
O 5.040 1.088 -1.667  -0.1988
C 5.669 2.445 -1.751  -0.4110
C 7.099 2.228 -1.244  -0.0449
C 5.587 2.955 -3.157  -0.0433
H 4.716 -2.225 -4.427  0.0757
H 4.615 -1.722 -2.729  0.0793
H 5.564 -0.740 -3.954  0.0913
H 3.430 -0.234 -5.177  0.1532
H 1.961 -1.890 -3.064  0.0884
H 2.175 -2.340 -4.788  0.0992
H 1.226 -0.893 -4.327  0.0755
H 1.598 2.224 -1.620  0.0919
H 3.103 3.182 -1.670  0.0885
H 3.449 3.504 2.959  0.1402
H 6.388 3.272 1.857  0.0747
H 5.865 4.278 3.210  0.0968
H 5.244 4.606 1.544  0.0863
H 5.243 1.067 2.914  0.0879
H 3.679 1.258 3.681  0.0936
H 5.153 2.096 4.327  0.0883
H 1.018 4.278 2.413  0.1270
H 1.386 6.682 0.562  0.0823
H 2.377 6.414 1.983  0.0785
H 0.655 6.694 2.209  0.0781
H -0.304 4.681 -0.230  0.0767
H -1.158 5.037 1.239  0.0718
H -0.565 3.378 0.940  0.0863
H 5.186 3.108 -1.000  0.1223
H 7.607 1.480 -1.842  0.0782
H 7.102 1.901 -0.187  0.0777
H 7.653 3.193 -1.298  0.0952
H 6.160 2.367 -3.854  0.0866
H 5.885 3.989 -3.360  0.0955
H 4.579 2.884 -3.488  0.0589
Cl -2.066 2.167 -2.088  0.6130
C -1.423 1.720 -3.689  -0.6937
C -1.664 0.482 -4.285  -0.1429
C -1.342 0.078 -5.552  -0.7746
Cl -1.744 -1.476 -6.178  0.6102
C -0.407 0.944 -6.257  -0.6847
Cl 0.237 0.485 -7.820  0.5767
C -0.003 2.181 -5.674  -0.7304
Cl 1.002 3.250 -6.585  0.6135
C -0.575 2.544 -4.439  -0.7595
Cl -0.236 4.113 -3.880  0.6337
C -6.038 -1.692 7.175  -0.0676
C -5.314 -2.453 6.089  -0.2877
C -6.054 -3.159 5.143  -0.0577
C -5.448 -3.822 4.100  -0.0069
C -4.067 -3.680 3.922  -0.2279
N -3.375 -4.309 2.867  0.1549
C -3.823 -5.440 2.204  -0.4775
O -4.856 -6.011 2.524  0.0341
N -2.958 -5.952 1.214  0.1193
C -1.718 -5.547 0.774  -0.2235
C -0.741 -6.497 0.447  -0.0352
C 0.542 -6.143 0.060  -0.0632
C 0.861 -4.756 0.126  -0.1521
N -0.083 -3.820 0.247  0.0141
C -1.349 -4.190 0.506  -0.0679
C -3.296 -3.001 4.830  -0.0302
C -3.941 -2.387 5.889  -0.0432
H -5.508 -1.763 8.141  0.0742
H -6.996 -2.145 7.351  0.0538
H -6.161 -0.619 6.953  0.0819
H -7.122 -3.231 5.327  0.1026
H -5.955 -4.486 3.386  0.1059
H -2.651 -3.701 2.464  0.0965
H -3.311 -6.900 0.948  0.1659
H -1.014 -7.549 0.705  0.1225
H 1.220 -6.912 -0.233  0.0857
H 1.893 -4.439 -0.064  0.1021
H -2.119 -3.450 0.573  0.0803
H -2.257 -2.927 4.707  0.1011
H -3.321 -1.898 6.654  0.1172

***

3.
Density functional theory data (wB97M-V/def2-TZVPD) for a structure of composition C42H49F6GeKN8O7S4 in a non-equilibrium geometry.

Output
- ΔE to the lowest compared entry with this formula, charge and spin: 0.000 eV
- E_HOMO: -0.074 hartree
- E_tot: -7463.3930 Ha
- LUMO level: 3.80 eV
- Orbital gap: 0.2136 hartree
- Total charge: -2

Last column: Löwdin charge in e.
Positions of all 118 atoms, in Å:
K -0.601 0.033 -0.013  0.7496
O -5.234 -0.371 -1.367  0.0375
C -5.066 -1.272 -2.358  -0.2683
C -6.201 -1.832 -2.943  -0.0310
C -6.074 -2.754 -3.966  -0.1144
C -4.815 -3.130 -4.419  -0.1143
C -3.687 -2.568 -3.847  -0.0415
C -3.789 -1.630 -2.825  -0.0876
C -2.584 -0.954 -2.255  -0.4385
O -2.667 -0.381 -1.110  -0.2114
N -1.525 -1.031 -3.024  0.0506
N -0.463 -0.247 -2.792  -0.0054
C 0.652 -0.677 -3.243  -0.1397
C 1.862 0.126 -3.147  -0.2737
C 2.902 -0.051 -4.069  -0.0479
C 4.025 0.748 -3.976  -0.0964
C 4.104 1.690 -2.958  -0.0688
C 3.041 1.769 -2.067  -0.1507
N 1.954 1.018 -2.155  0.1420
H -4.318 -0.151 -1.054  0.0565
H -7.174 -1.535 -2.571  0.1060
H -6.963 -3.189 -4.407  0.0888
H -4.720 -3.862 -5.212  0.0857
H -2.695 -2.846 -4.173  0.1028
H 0.715 -1.646 -3.745  0.1175
H 2.811 -0.804 -4.843  0.1063
H 4.840 0.632 -4.682  0.0984
H 4.970 2.330 -2.854  0.0955
H 3.057 2.466 -1.233  0.1144
F 3.502 0.936 3.039  0.0748
C 2.316 0.957 3.697  -0.6037
F 2.187 -0.264 4.266  0.0759
F 2.461 1.835 4.707  0.1009
S 0.858 1.391 2.526  0.6101
O 1.286 0.561 1.416  -0.4700
O 1.071 2.809 2.532  -0.2845
N -0.172 0.778 3.584  -0.2828
S -1.094 -0.387 3.126  0.5904
O -0.665 -1.147 1.982  -0.4004
O -2.517 -0.185 3.245  -0.2919
C -0.767 -1.539 4.570  -0.6380
F -0.547 -0.870 5.710  0.1162
F 0.293 -2.326 4.334  0.1166
F -1.818 -2.347 4.781  0.1110
N 0.433 -2.345 -0.566  0.1140
C 1.389 -1.805 -0.224  -0.3391
N -3.557 -2.110 1.035  0.1349
C -3.362 -3.433 1.058  -0.9035
S -2.853 -4.322 -0.251  0.5918
N -3.674 -4.112 2.220  0.0398
C -4.581 -3.811 3.233  -0.2363
C -4.600 -4.636 4.362  -0.0427
C -5.497 -4.412 5.390  -0.1095
C -6.409 -3.369 5.313  -0.1211
C -6.412 -2.563 4.184  -0.0900
C -5.516 -2.776 3.149  -0.0203
H -3.187 -1.606 0.223  0.0603
H -3.497 -1.594 1.908  0.0759
H -3.295 -5.043 2.224  0.0996
H -3.886 -5.449 4.435  0.1079
H -5.474 -5.056 6.261  0.0939
H -7.101 -3.183 6.125  0.0883
H -7.128 -1.756 4.098  0.1000
H -5.552 -2.150 2.271  0.1048
C 5.417 -4.413 3.283  -0.1171
C 5.418 -2.909 3.544  -0.2680
C 5.043 -2.091 2.308  -0.2893
C 3.566 -2.192 1.938  -0.2915
Ge 3.146 -1.188 0.293  0.9455
C 4.231 -1.905 -1.240  -0.2855
C 3.771 -3.234 -1.847  -0.2818
C 4.195 -4.455 -1.026  -0.2619
C 5.660 -4.830 -1.243  -0.1209
H 5.721 -4.967 4.173  0.0613
H 6.108 -4.664 2.474  0.0653
H 4.422 -4.759 2.999  0.0655
H 6.413 -2.605 3.884  0.0983
H 4.715 -2.676 4.348  0.1078
H 5.662 -2.422 1.464  0.0914
H 5.282 -1.040 2.490  0.0990
H 2.943 -1.817 2.749  0.0545
H 3.265 -3.228 1.764  0.0558
H 3.442 0.286 0.292  0.0052
H 5.284 -1.968 -0.944  0.0529
H 4.187 -1.130 -2.008  0.0269
H 4.172 -3.336 -2.863  0.1029
H 2.682 -3.228 -1.936  0.0793
H 3.567 -5.310 -1.289  0.1059
H 4.028 -4.247 0.034  0.0810
H 5.828 -5.126 -2.281  0.0656
H 5.957 -5.661 -0.600  0.0614
H 6.317 -3.984 -1.026  0.0595
O -0.947 1.677 1.396  -0.7894
S -1.473 3.094 1.102  0.9627
C -2.796 3.107 2.549  -0.2804
C -4.145 3.334 1.898  -0.2626
C -4.106 2.444 0.661  -0.2362
C -2.845 2.822 -0.091  -0.2886
H -2.486 3.912 3.218  0.0673
H -2.759 2.158 3.081  0.0496
H -4.261 4.381 1.595  0.1011
H -4.985 3.075 2.551  0.0997
H -4.991 2.537 0.028  0.1118
H -4.025 1.403 0.990  0.1109
H -2.951 3.762 -0.639  0.1024
H -2.519 2.032 -0.767  0.0618
N 2.305 6.551 -4.222  0.1055
C 1.782 5.862 -3.459  -0.2241
C 1.134 5.025 -2.507  -0.2760
C 1.333 5.238 -1.136  -0.0605
C 0.653 4.455 -0.222  -0.1327
C -0.219 3.428 -0.604  -0.2311
C -0.362 3.209 -1.979  -0.1132
C 0.287 3.993 -2.920  -0.0546
H 2.000 6.031 -0.815  0.1026
H 0.786 4.631 0.843  0.0779
H -0.986 2.396 -2.336  0.0837
H 0.145 3.822 -3.981  0.1083

***

4.
Density functional theory data (wB97M-V/def2-TZVPD) for a structure of composition C42H50AsCrO8SSe.

Output
- ΔE to the lowest compared entry with this formula, charge and spin: 0.211 eV
- <S²>: 3.780
- E_HOMO (spin up / spin down): -0.092 / -0.093 hartree
- 2S+1: 4
- E_tot: -8312.3924 Ha
- LUMO level (spin up / spin down): 3.96 / 3.96 eV
- Orbital gap (spin up / spin down): 0.2379 / 0.2387 hartree
- Total charge: -2

Last column: Löwdin spin population.
Positions of all 104 atoms, in Å:
Cr 0.660 -1.065 -1.648  2.8698
C -2.798 4.834 1.623  0.0002
C -2.725 5.067 0.107  0.0004
C -4.139 5.355 -0.399  0.0000
C -1.863 6.306 -0.169  0.0002
C -2.105 3.842 -0.561  0.0036
C -0.809 3.464 -0.240  -0.0002
C -0.231 2.338 -0.794  0.0034
Se 1.497 1.778 -0.192  0.0112
C 0.843 0.867 1.365  0.0053
C 1.044 1.467 2.596  0.0001
C 0.544 0.921 3.769  0.0041
C -0.167 -0.270 3.651  -0.0004
C -0.388 -0.920 2.444  0.0025
C 0.110 -0.338 1.241  0.0026
O -0.144 -0.902 0.094  0.0236
C -1.140 -2.252 2.394  0.0004
C -2.404 -2.128 1.529  0.0003
C -0.219 -3.340 1.822  0.0008
C -1.587 -2.717 3.785  0.0000
C 0.747 1.651 5.096  0.0005
C 2.244 1.874 5.349  0.0002
C 0.041 3.014 5.042  0.0003
C 0.180 0.868 6.282  0.0000
C -0.908 1.527 -1.729  0.0041
O -0.325 0.492 -2.276  0.0068
C -2.247 1.892 -2.050  0.0023
C -2.790 3.027 -1.459  -0.0002
C -3.081 1.026 -2.996  0.0005
C -4.506 1.561 -3.175  0.0000
C -2.436 0.991 -4.388  0.0002
C -3.198 -0.394 -2.421  0.0007
H -3.254 5.693 2.126  0.0000
H -1.805 4.679 2.044  0.0000
H -3.390 3.945 1.844  0.0000
H -4.524 6.257 0.083  0.0000
H -4.821 4.534 -0.169  0.0000
H -4.151 5.514 -1.479  0.0000
H -2.289 7.189 0.318  0.0000
H -1.801 6.497 -1.242  0.0000
H -0.848 6.170 0.203  0.0000
H -0.227 4.029 0.479  0.0001
H 1.593 2.402 2.613  0.0001
H -0.565 -0.720 4.547  -0.0002
H -2.154 -1.850 0.509  -0.0001
H -3.076 -1.372 1.945  0.0000
H -2.933 -3.085 1.507  0.0000
H 0.065 -3.122 0.796  0.0001
H -0.733 -4.306 1.839  0.0000
H 0.688 -3.420 2.427  0.0000
H -2.290 -2.017 4.246  0.0000
H -0.739 -2.853 4.461  0.0000
H -2.092 -3.680 3.685  0.0000
H 2.691 2.483 4.564  0.0000
H 2.773 0.920 5.370  0.0000
H 2.402 2.382 6.305  0.0000
H 0.424 3.618 4.221  0.0000
H 0.189 3.566 5.975  0.0000
H -1.030 2.881 4.882  0.0000
H 0.647 -0.114 6.369  0.0000
H -0.897 0.725 6.188  0.0000
H 0.368 1.418 7.208  0.0000
H -3.808 3.285 -1.708  -0.0001
H -4.517 2.569 -3.597  0.0000
H -5.061 1.570 -2.235  0.0000
H -5.037 0.905 -3.869  0.0000
H -2.475 1.985 -4.843  0.0000
H -2.975 0.294 -5.036  0.0000
H -1.403 0.671 -4.343  0.0000
H -3.653 -0.363 -1.427  0.0000
H -2.229 -0.879 -2.348  0.0005
H -3.824 -1.009 -3.072  0.0000
O 1.368 -5.503 -1.661  0.0000
As 0.255 -4.337 -2.445  0.0041
O -1.225 -4.997 -2.540  -0.0002
O 0.588 -3.034 -1.448  0.0265
C 1.123 -4.317 -4.200  0.0017
C 1.674 -5.522 -4.624  0.0002
C 2.236 -5.637 -5.889  0.0003
C 2.256 -4.547 -6.745  0.0000
C 1.715 -3.338 -6.329  0.0004
C 1.155 -3.235 -5.067  0.0005
S 0.499 -1.678 -4.512  0.0040
O -0.726 -2.025 -3.808  0.0087
O 0.375 -0.830 -5.669  0.0008
O 1.520 -1.216 -3.533  0.0095
H 1.755 -4.998 -0.934  0.0002
H 1.668 -6.370 -3.952  0.0000
H 2.658 -6.584 -6.206  0.0000
H 2.692 -4.635 -7.733  0.0000
H 1.712 -2.466 -6.969  0.0000
C 2.489 -1.185 -0.834  -0.0621
C 3.583 -1.353 -0.329  0.0323
C 4.867 -1.541 0.260  0.0068
C 5.725 -2.550 -0.195  0.0075
C 6.970 -2.738 0.381  -0.0005
C 7.391 -1.926 1.427  0.0071
C 6.549 -0.923 1.889  -0.0005
C 5.304 -0.730 1.316  0.0075
H 5.392 -3.181 -1.009  0.0005
H 7.615 -3.527 0.013  -0.0002
H 8.365 -2.077 1.879  0.0005
H 6.865 -0.285 2.707  -0.0002
H 4.643 0.047 1.678  0.0004